ORCA calculation (ωB97M-V/def2-TZVPD) on a molecular structure, CH4BBrFNO4SY.

LUMO level: -15.27 eV
Total charge: +3
Frontier orbital gap: 6.09 eV
Highest occupied orbital energy: -0.7849 Ha

Geometry (Å):
C -0.81 1.46 0.92
O -1.54 0.32 0.88
B -0.99 -0.37 -0.26
O -1.19 0.10 -1.48
N -0.07 -1.45 0.11
Br -0.82 -3.17 -0.15
S 1.44 -1.22 -0.46
O 2.05 -0.21 0.49
O 2.16 -2.38 -0.59
F 1.39 -0.49 -1.79
H 0.33 1.06 0.95
H -0.97 2.02 1.86
H -0.94 2.15 0.07
H -2.05 0.56 -1.57
Y 2.02 1.61 1.01

=====

ORCA calculation (ωB97M-V/def2-TZVPD) on 2 unconnected molecules or ions with the total composition C8H10N2OS.

Structure (SMILES): c1ccc(C2=NNCO2)cc1.S
LUMO level (alpha / beta): 0.31 / 0.31 eV
Total charge: 0
Frontier orbital gap (alpha / beta): 8.16 / 8.16 eV
Highest occupied orbital energy (alpha / beta): -0.2885 / -0.2885 Ha

Geometry (Å):
C 1.19 -0.21 2.94
C 0.86 -1.37 2.17
C 0.46 -1.35 0.87
C 0.36 -0.08 0.24
C 0.04 0.02 -1.11
N -0.39 -0.92 -1.88
N -0.26 -0.42 -3.17
C 0.18 0.98 -3.14
O 0.14 1.27 -1.75
C 0.69 1.08 0.99
C 1.23 0.99 2.27
H 1.57 -0.27 3.92
H 1.05 -2.44 2.58
H 0.44 -2.14 0.22
H -0.93 -0.74 -3.86
H 1.29 0.93 -3.56
H -0.47 1.70 -3.68
H 0.97 1.98 0.34
H 1.55 1.90 2.72
S -3.83 -0.10 1.16
H -3.60 -1.10 0.34
H -2.54 0.27 1.39